The following is a quantum chemistry calculation of a cluster of 14 separate species, C48H68N16O6 in total in a non-equilibrium geometry, from the OMol25 dataset.

Results
- Maximum force: 5.066 eV/Å
- HOMO energy: -8.09 eV
- Energy relative to the best compared isomer or geometry (same formula, charge and spin): 0.0 kcal per mole
- Total charge: 0
- LUMO energy: -0.61 eV
- Gap between HOMO and LUMO: 0.27507 Ha
- Energy: -86992.27510 eV

Last column: Löwdin charge in e.
CARTESIAN COORDINATES (ANGSTROEM)
C 1.4273 -5.2963 1.0436  -0.14
C -0.0807 -5.3087 0.4959  -0.25
C -0.9748 -4.0277 0.9108  -0.19
C -0.2019 -2.8966 1.7393  -0.20
N -0.9485 -1.5703 1.7704  0.00
C -0.5512 -0.7703 0.5927  -0.07
C 0.8607 -0.0802 0.4793  -0.02
C 1.9494 -0.1501 1.6408  -0.02
C 1.4162 0.8136 2.8370  -0.31
O 0.2125 1.0237 3.0599  0.11
O 2.4650 1.4416 3.6365  0.00
C 2.7306 2.7584 3.1229  -0.38
C 4.0750 3.0989 2.3145  0.00
O 1.8736 3.6533 3.3237  0.06
C 1.2233 0.7148 -0.8290  0.01
C 2.6842 1.4036 -1.0105  -0.14
O 3.6288 0.2983 -1.0338  -0.20
C 4.2379 0.1471 -2.3403  -0.20
C 4.7606 -1.3802 -2.5255  -0.23
C 5.5844 -1.9237 -1.2613  -0.14
C 0.2143 0.8541 -1.9910  0.01
C -1.1843 0.1892 -1.8635  0.01
C -1.5768 -0.6001 -0.5945  -0.04
C -3.0656 -1.2173 -0.5700  -0.11
C -3.9984 -0.0335 0.0384  -0.20
N -4.1738 1.1018 -0.6219  0.07
C -2.0066 0.5287 -3.1859  -0.32
O -3.2060 0.3111 -3.4620  0.05
N -0.9920 1.2198 -4.0343  0.09
C 0.3108 1.5707 -3.4040  -0.31
O 1.2130 2.2502 -3.9419  0.03
H 1.9965 -4.4922 0.4350  0.07
H 2.0039 -6.2758 0.8461  0.08
H 1.5206 -4.9862 2.1368  0.07
H -0.5591 -6.3101 0.8213  0.10
H -0.0362 -5.3547 -0.6494  0.07
H -1.9086 -4.4256 1.4626  0.12
H -1.3590 -3.5475 -0.0722  0.06
H 0.8404 -2.6432 1.3416  0.10
H -0.1676 -3.2304 2.8477  0.13
H -1.9637 -1.7373 1.7845  0.10
H 2.9773 0.2540 1.3595  0.11
H 2.1033 -1.1846 2.0950  0.13
H 4.7265 3.7868 2.9473  0.09
H 4.6446 2.1730 1.9685  0.06
H 3.7685 3.6882 1.3778  0.09
H 2.8345 2.0765 -0.0844  0.11
H 2.6940 2.0167 -1.9712  0.12
H 5.1655 0.8102 -2.4343  0.13
H 3.4411 0.3411 -3.1416  0.12
H 5.4712 -1.4678 -3.4343  0.10
H 3.8787 -2.0859 -2.7742  0.10
H 6.0468 -2.9624 -1.4819  0.08
H 6.4929 -1.2426 -1.0406  0.08
H 4.9363 -2.0851 -0.3200  0.07
H -3.1095 -2.1734 0.0525  0.09
H -3.4048 -1.3683 -1.6497  0.11
H -4.5174 -0.1408 1.0646  0.07
H -4.7815 1.7350 -0.0572  0.04
H -0.8876 0.5076 -4.7869  0.15
C 3.9684 3.4092 -6.2484  -0.06
C 5.1667 2.6277 -5.8003  -0.25
N 6.1111 2.0117 -5.4483  0.11
H 3.9464 3.4625 -7.3381  0.08
H 3.0562 2.9232 -5.8964  0.06
H 4.0114 4.4213 -5.8432  0.08
C -8.0484 -2.1265 0.4135  -0.06
C -6.8101 -1.8305 1.2083  -0.22
N -5.8359 -1.5970 1.8327  0.12
H -7.7998 -2.2089 -0.6458  0.08
H -8.4898 -3.0662 0.7489  0.06
H -8.7749 -1.3235 0.5483  0.08
C 7.2507 2.1273 5.1663  -0.05
C 6.7485 1.3121 4.0140  -0.23
N 6.3448 0.6719 3.1077  0.14
H 8.3115 1.9291 5.3288  0.08
H 7.1151 3.1895 4.9560  0.08
H 6.6969 1.8698 6.0712  0.03
C -1.2570 4.9416 2.4441  -0.05
C -2.6626 4.6719 2.0009  -0.24
N -3.7717 4.4633 1.6515  0.11
H -1.2598 5.3693 3.4478  0.08
H -0.6848 4.0119 2.4548  0.06
H -0.7810 5.6448 1.7589  0.06
C -7.8681 -6.3220 0.9682  -0.10
C -6.6397 -5.6822 0.3952  -0.24
N -5.6618 -5.1790 -0.0611  0.11
H -7.7869 -6.3744 2.0557  0.08
H -8.7502 -5.7359 0.7041  0.02
H -7.9805 -7.3315 0.5711  0.06
C -10.1996 -8.4643 -1.7549  -0.05
C -10.0664 -7.0396 -1.3085  -0.22
N -9.9616 -5.9176 -0.9570  0.13
H -11.2514 -8.7056 -1.9161  0.08
H -9.6525 -8.6134 -2.6871  0.08
H -9.7936 -9.1315 -0.9926  0.08
C 0.6894 8.2986 0.0287  -0.06
C 1.8969 7.5316 0.4798  -0.25
N 2.8478 6.9275 0.8339  0.11
H 0.6665 8.3475 -1.0611  0.08
H -0.2180 7.8058 0.3819  0.06
H 0.7228 9.3126 0.4300  0.08
C 2.9800 3.6011 7.0536  -0.05
C 4.1849 2.8396 7.5198  -0.23
N 5.1342 2.2396 7.8868  0.11
H 2.9658 3.6430 5.9630  0.06
H 2.0717 3.1077 7.4027  0.09
H 3.0081 4.6177 7.4491  0.08
C -5.5507 7.4093 2.8581  -0.07
C -4.3090 8.0303 2.2944  -0.26
N -3.3300 8.5201 1.8509  0.10
H -5.4804 7.3611 3.9459  0.08
H -6.4218 8.0062 2.5830  0.08
H -5.6708 6.3987 2.4632  0.06
C -0.2493 -4.8836 -4.4223  -0.06
C -0.3668 -4.0973 -3.1517  -0.20
N -0.4594 -3.4777 -2.1507  0.16
H -0.4404 -4.2352 -5.2788  0.08
H 0.7553 -5.3010 -4.5084  0.08
H -0.9754 -5.6982 -4.4227  0.08
C 7.0025 -1.9545 4.5765  -0.10
C 6.9184 -3.3988 4.9720  -0.25
N 6.8521 -4.5359 5.2830  0.10
H 6.7534 -1.8429 3.5207  0.06
H 6.3028 -1.3654 5.1711  0.07
H 8.0143 -1.5820 4.7447  0.08
C -5.0750 3.5714 -3.7219  -0.07
C -6.4822 3.2960 -4.1591  -0.26
N -7.5908 3.0791 -4.5033  0.09
H -5.0749 3.9965 -2.7169  0.08
H -4.4998 2.6433 -3.7162  0.05
H -4.6049 4.2782 -4.4078  0.07
C 5.1007 -1.7940 -6.9027  -0.06
C 4.4817 -2.7405 -5.9183  -0.25
N 3.9943 -3.4837 -5.1410  0.12
H 5.1141 -0.7839 -6.4886  0.06
H 6.1241 -2.1030 -7.1212  0.08
H 4.5235 -1.7923 -7.8288  0.08